Record 1
The following is a DFT calculation (wB97M-V/def2-TZVPD) of C20H24N2O5S in the gas phase in a non-equilibrium geometry.

XYZ file:
```
52
Properties=species:S:1:pos:R:3:lowdin_charge:R:1
C 6.027 1.123 1.316 -0.107
C 4.515 1.250 1.195 -0.255
H 4.182 2.163 1.693 0.104
H 4.037 0.399 1.679 0.085
C 4.081 1.276 -0.276 -0.159
C 2.600 1.455 -0.429 -0.158
C 2.029 2.682 -0.075 0.068
C 0.678 2.848 -0.235 -0.187
C -0.123 1.831 -0.754 -0.191
C 0.411 0.627 -1.128 0.058
C 1.791 0.444 -0.946 -0.258
N 2.369 -0.804 -1.272 -0.061
H 2.004 -1.217 -2.118 0.119
S 2.328 -1.979 -0.057 0.671
O 2.918 -1.436 1.125 -0.265
O 2.885 -3.159 -0.646 -0.281
C 0.572 -2.190 0.195 -0.293
C -0.078 -1.395 1.118 -0.055
C -1.459 -1.456 1.205 -0.017
C -2.184 -2.302 0.370 -0.226
C -1.502 -3.102 -0.544 -0.020
C -0.123 -3.045 -0.637 -0.053
H 0.428 -3.658 -1.334 0.116
H -2.058 -3.769 -1.185 0.119
C -3.681 -2.319 0.403 -0.125
H -4.049 -3.315 0.155 0.118
H -4.051 -2.048 1.392 0.123
C -4.265 -1.322 -0.618 -0.165
N -4.063 0.052 -0.231 0.058
C -5.030 0.744 0.420 -0.547
O -6.114 0.269 0.679 0.057
C -4.628 2.160 0.774 0.002
H -3.816 2.140 1.498 0.081
H -5.479 2.677 1.207 0.085
H -4.294 2.685 -0.117 0.075
H -3.164 0.478 -0.391 0.117
H -5.347 -1.470 -0.674 0.120
H -3.822 -1.491 -1.603 0.124
H -1.982 -0.843 1.924 0.119
H 0.507 -0.749 1.753 0.122
H -0.203 -0.150 -1.556 0.130
O -1.432 2.254 -0.796 0.010
C -1.406 3.600 -0.356 -0.161
O -0.098 3.944 0.037 0.046
H -1.730 4.261 -1.178 0.145
H -2.089 3.723 0.498 0.128
H 2.639 3.484 0.305 0.132
H 4.589 2.102 -0.782 0.124
H 4.379 0.340 -0.747 0.110
H 6.324 1.106 2.362 0.069
H 6.527 1.960 0.830 0.070
H 6.366 0.202 0.850 0.074
```

Values from the calculation:
Charge: 0
Spin multiplicity: 1
Highest occupied orbital energy (eV): -8.43
LUMO (eV): 0.39
Maximum force (eV/Å): 1.31
HOMO-LUMO gap (eV): 8.8

Record 2
The following is a DFT calculation (wB97M-V/def2-TZVPD) of C20H24N2O6 in the gas phase in a non-equilibrium geometry.

XYZ file:
```
52
Properties=species:S:1:pos:R:3:lowdin_charge:R:1
C 1.109 3.047 -1.613 -0.046
C 0.397 1.843 -1.013 -0.238
O 0.698 0.721 -1.820 -0.068
C 0.203 -0.505 -1.467 -0.176
C -0.702 -0.694 -0.436 0.042
C -1.224 -1.953 -0.132 -0.216
C -0.817 -3.046 -0.892 -0.045
C 0.105 -2.875 -1.903 -0.002
C 0.636 -1.626 -2.204 -0.202
O 1.536 -1.620 -3.241 -0.016
C 2.499 -0.596 -3.341 -0.100
C 3.221 -0.354 -2.055 -0.230
C 3.460 -1.185 -0.989 0.019
C 4.130 -0.405 -0.030 0.043
C 4.256 0.850 -0.577 -0.168
C 4.840 2.061 -0.009 -0.447
O 5.376 2.118 1.071 0.119
O 4.698 3.116 -0.829 -0.037
C 5.234 4.341 -0.353 -0.046
H 5.020 5.082 -1.118 0.093
H 4.765 4.617 0.594 0.098
H 6.310 4.249 -0.195 0.098
O 3.701 0.871 -1.812 0.104
H 4.476 -0.707 0.937 0.122
H 3.180 -2.215 -0.908 0.122
H 2.057 0.348 -3.680 0.137
H 3.194 -0.956 -4.110 0.144
H 0.443 -3.712 -2.493 0.121
H -1.211 -4.029 -0.684 0.107
C -2.178 -2.121 0.943 -0.112
N -2.569 -1.112 1.620 0.073
N -3.370 -1.153 2.676 -0.186
C -3.989 0.116 3.002 -0.133
H -3.344 0.916 2.640 0.121
H -4.091 0.183 4.090 0.123
C -5.375 0.202 2.347 -0.193
H -5.905 1.101 2.664 0.124
O -6.186 -0.888 2.731 -0.136
C -5.594 -2.119 2.380 -0.191
H -6.283 -2.895 2.718 0.125
C -4.220 -2.273 3.044 -0.123
H -3.754 -3.215 2.759 0.107
H -4.336 -2.250 4.132 0.128
H -5.480 -2.183 1.286 0.127
H -5.255 0.213 1.253 0.126
H -2.517 -3.146 1.116 0.111
H -1.043 0.134 0.162 0.102
H 0.741 1.666 0.016 0.133
H -0.688 2.015 -0.998 0.125
H 0.899 3.929 -1.014 0.080
H 2.182 2.879 -1.639 0.056
H 0.759 3.216 -2.628 0.082
```

Values from the calculation:
Charge: 0
Spin multiplicity: 1
Highest occupied orbital energy (eV): -7.34
LUMO (eV): 0.75
Maximum force (eV/Å): 1.07
HOMO-LUMO gap (eV): 8.1

Record 3
The following is a DFT calculation (wB97M-V/def2-TZVPD) of C20H24N2O6 in the gas phase.

XYZ file:
```
52
Properties=species:S:1:pos:R:3:lowdin_charge:R:1
N -1.974 0.687 1.811 0.220
C -1.608 1.629 0.937 -0.464
O -1.864 1.556 -0.265 0.009
C -0.887 2.820 1.475 -0.066
C -0.969 4.004 0.748 -0.011
C -0.259 5.127 1.122 -0.076
C 0.569 5.073 2.231 -0.072
C 0.674 3.902 2.958 -0.007
C -0.051 2.774 2.596 -0.215
O 0.030 1.638 3.384 -0.078
C 1.261 0.945 3.350 -0.144
C 1.378 0.045 2.117 -0.180
O 1.461 0.871 0.979 -0.136
C 1.585 0.156 -0.229 -0.168
C 1.502 1.176 -1.371 -0.156
O 2.211 0.799 -2.531 -0.126
C 1.517 0.061 -3.502 -0.176
C 1.459 -1.454 -3.251 -0.155
H 1.356 -1.972 -4.214 0.131
H 2.383 -1.782 -2.760 0.141
O 0.337 -1.717 -2.437 -0.087
C 0.093 -2.985 -1.993 -0.206
C 0.777 -4.110 -2.437 -0.014
C 0.461 -5.362 -1.936 -0.076
C -0.523 -5.509 -0.975 -0.081
C -1.190 -4.390 -0.511 -0.013
C -0.909 -3.130 -1.018 -0.068
C -1.611 -1.946 -0.432 -0.486
O -1.850 -1.898 0.771 0.022
N -1.983 -0.984 -1.283 0.213
H -2.201 -0.049 -0.915 0.074
H -1.673 -1.029 -2.238 0.105
H -1.945 -4.471 0.256 0.121
H -0.760 -6.486 -0.582 0.102
H 0.997 -6.225 -2.301 0.106
H 1.556 -4.019 -3.177 0.105
H 2.065 0.234 -4.433 0.129
H 0.490 0.435 -3.613 0.133
H 1.985 2.092 -1.015 0.136
H 0.454 1.399 -1.598 0.121
H 0.792 -0.599 -0.304 0.112
H 2.561 -0.355 -0.266 0.137
H 2.283 -0.576 2.210 0.133
H 0.505 -0.620 2.046 0.124
H 1.285 0.331 4.253 0.134
H 2.101 1.648 3.356 0.128
H 1.315 3.857 3.827 0.120
H 1.133 5.943 2.533 0.105
H -0.342 6.038 0.549 0.102
H -1.602 4.013 -0.127 0.118
H -1.641 0.755 2.759 0.103
H -2.224 -0.243 1.464 0.077
```

Values from the calculation:
Charge: 0
Spin multiplicity: 1
Highest occupied orbital energy (eV): -8.98
LUMO (eV): 0.75
Maximum force (eV/Å): 0.86
HOMO-LUMO gap (eV): 9.7

Record 4
The following is a DFT calculation (wB97M-V/def2-TZVPD) of C20H24N4O3 in the gas phase.

XYZ file:
```
51
Properties=species:S:1:pos:R:3:lowdin_charge:R:1
C -5.631 -1.319 1.464 -0.090
H -6.135 -2.283 1.522 0.092
O -4.657 -1.458 0.459 -0.082
C -3.852 -0.398 0.181 -0.267
C -3.923 0.844 0.802 -0.007
C -3.046 1.851 0.443 -0.023
C -2.068 1.638 -0.519 -0.207
C -2.010 0.393 -1.147 -0.023
C -2.893 -0.607 -0.813 0.006
H -2.856 -1.568 -1.300 0.112
H -1.273 0.215 -1.918 0.116
C -1.110 2.689 -0.904 -0.297
N 0.155 2.556 -0.988 0.116
N 0.765 1.398 -0.558 0.062
C 0.562 0.784 0.629 -0.448
O -0.278 1.088 1.448 0.103
C 1.494 -0.428 0.813 -0.199
N 2.829 -0.148 0.306 -0.140
C 3.470 0.924 1.059 -0.148
H 2.836 1.813 1.053 0.128
C 4.815 1.245 0.408 -0.189
H 5.343 2.014 0.974 0.128
O 5.659 0.119 0.387 -0.128
C 5.040 -0.950 -0.287 -0.190
H 5.733 -1.791 -0.233 0.128
C 3.700 -1.316 0.352 -0.148
H 3.242 -2.136 -0.201 0.120
H 3.872 -1.643 1.392 0.138
H 4.874 -0.681 -1.342 0.128
H 4.644 1.603 -0.620 0.128
H 3.639 0.624 2.108 0.138
C 0.779 -1.515 0.056 -0.183
C 0.941 -1.679 -1.317 -0.032
C 0.195 -2.653 -1.960 -0.142
N -0.679 -3.431 -1.344 0.060
C -0.841 -3.266 -0.043 -0.148
C -0.141 -2.331 0.702 0.002
H -0.315 -2.228 1.762 0.120
H -1.571 -3.914 0.423 0.109
H 0.296 -2.817 -3.025 0.106
H 1.638 -1.067 -1.867 0.113
H 1.501 -0.673 1.890 0.164
H 1.644 1.209 -1.026 0.137
C -1.665 4.024 -1.283 -0.023
H -0.874 4.653 -1.680 0.078
H -2.455 3.904 -2.023 0.088
H -2.096 4.504 -0.407 0.080
H -3.101 2.801 0.952 0.118
H -4.654 1.040 1.571 0.103
H -5.178 -1.088 2.434 0.096
H -6.363 -0.545 1.211 0.095
```

Values from the calculation:
Charge: 0
Spin multiplicity: 1
Highest occupied orbital energy (eV): -8.24
LUMO (eV): 0.66
Maximum force (eV/Å): 0.75
HOMO-LUMO gap (eV): 8.9